Density functional theory data (ωB97M-V with the def2-TZVPD basis set) for 7 unconnected molecules or ions with the total composition C14H33Cl12FO3PS in a non-equilibrium geometry.

Values from the calculation:
- HOMO: -0.1461 Eh
- Charge: -1
- LUMO: 1.9 eV

XYZ file:
```
65
C14H33Cl12FO3PS, DFT ωB97M-V with the def2-TZVPD basis set
C -3.10827 -0.84146 -2.79793
C -1.88387 0.04964 -3.08436
P -0.89031 0.62582 -1.53556
C 0.28594 1.10737 -0.06976
C 0.34268 0.17064 1.12939
C -0.92147 0.11083 1.98744
O 0.78519 -1.14021 0.75949
C 0.32072 1.68341 -2.77389
S 1.64452 0.74872 -3.37152
O 1.26346 -0.18540 -4.40055
O 2.82134 1.55516 -3.65339
C -1.98337 2.20954 -1.19848
C -3.31279 2.35922 -1.90200
F -2.25737 2.31990 0.19116
H -3.97391 -0.47262 -3.35969
H -2.94886 -1.87420 -3.10622
H -3.40479 -0.80874 -1.74688
H -2.11777 0.83642 -3.80463
H -1.16480 -0.58734 -3.60488
H -0.06561 -0.57569 -1.69166
H -1.75777 -0.13424 -0.63414
H 1.29769 1.08031 -0.49381
H 0.13529 2.13681 0.26598
H 1.13873 0.56158 1.77888
H -1.43746 1.05984 2.07764
H -1.57757 -0.64856 1.56354
H -0.64533 -0.24415 2.98737
H 0.16755 -1.78975 1.10471
H -0.22080 2.10113 -3.62001
H 0.75636 2.52466 -2.23338
H 1.97922 0.05338 -2.26139
H -1.38316 3.09839 -1.43681
H -3.81078 3.25754 -1.51660
H -3.98842 1.52778 -1.69984
H -3.20076 2.51129 -2.97334
C 0.86090 4.40513 3.05379
Cl 1.91311 4.55722 1.63610
Cl 0.34000 2.74307 3.30881
H 1.41261 4.74029 3.92411
H -0.01371 5.02332 2.89069
C -1.30565 -4.51890 2.86513
Cl -0.52433 -4.72363 1.29330
Cl -1.94055 -2.88861 3.08237
H -2.12153 -5.22863 2.93573
H -0.57169 -4.70132 3.64120
C 0.10780 -4.16934 6.89898
Cl 0.70641 -5.55566 5.97081
Cl 0.33284 -2.63829 6.05198
H -0.95098 -4.30993 7.08030
H 0.65583 -4.13269 7.83254
C 1.01143 2.39998 -7.58346
Cl 1.01198 1.96267 -5.88441
Cl 1.47124 4.09923 -7.89339
H 1.72811 1.76985 -8.09648
H 0.01754 2.25495 -7.99025
C 5.52188 5.57228 2.00746
Cl 5.43463 5.23273 3.74099
Cl 5.95801 7.25826 1.69022
H 6.27633 4.93255 1.56679
H 4.55158 5.37492 1.56993
C 0.29136 -8.75002 1.76852
Cl -0.18625 -10.31420 2.44863
Cl 0.17209 -7.43882 2.94043
H 1.32011 -8.82037 1.43777
H -0.36454 -8.52304 0.93653
```


Density functional theory data (ωB97M-V with the def2-TZVPD basis set) for 4 unconnected molecules or ions with the total composition C21H34F3NO14P.

Values from the calculation:
- Spin multiplicity: 2
- HOMO (spin up / spin down): -0.3028 / -0.3490 Eh
- LUMO (spin up / spin down): 0.2 / 0.2 eV

XYZ file:
```
74
C21H34F3NO14P, DFT ωB97M-V with the def2-TZVPD basis set
C -2.98815 1.61344 -1.21717
C -2.04508 2.60102 -1.91401
C -0.60372 2.09394 -2.11323
O -0.44024 0.84068 -1.46093
C 0.88335 0.36873 -1.21186
P 1.86406 0.34778 -2.78265
O 1.11119 -0.12336 -3.95786
O 2.50764 1.81411 -2.98754
O 3.16244 -0.53190 -2.40642
C 0.71575 -1.11840 -0.81588
C 0.51611 -1.48031 0.68169
C 1.05885 -2.89702 0.90836
C -0.96903 -1.45404 1.11716
N 1.31939 -0.53620 1.52175
O 2.53706 -0.88658 1.69579
C 1.17851 0.93388 1.29773
C -0.25042 1.45185 1.51951
C 2.10770 1.64704 2.28587
C 1.62213 1.19365 -0.14660
H -2.98965 0.63782 -1.70976
H -2.71733 1.46497 -0.16591
H -4.01155 2.00714 -1.24928
H -2.02197 3.53918 -1.34707
H -2.45917 2.84947 -2.89813
H -0.38186 1.96944 -3.18256
H 0.10449 2.83055 -1.71215
H 2.55624 2.34073 -2.18384
H 3.98372 -0.06119 -2.57503
H 1.55956 -1.70040 -1.18953
H -0.17315 -1.45595 -1.36278
H 1.20181 -3.07151 1.97935
H 2.02058 -3.05865 0.41696
H 0.32884 -3.61949 0.52817
H -1.63802 -1.33519 0.25897
H -1.23029 -2.39533 1.61156
H -1.19002 -0.66786 1.83243
H -0.55206 1.29411 2.56020
H -0.99125 0.99062 0.86774
H -0.25097 2.53187 1.32912
H 3.13580 1.67627 1.91710
H 2.09646 1.12634 3.24479
H 1.75975 2.67207 2.44765
H 1.46785 2.26561 -0.33593
H 2.70105 0.99226 -0.20831
C 1.25942 -2.50757 -6.09897
C -0.17016 -2.99328 -6.21513
O -0.03280 -4.19385 -6.95152
C 1.23221 -4.66835 -6.77271
O 1.59683 -5.74764 -7.09382
O 1.99547 -3.73493 -6.16519
F -0.96290 -2.13874 -6.90614
H 1.51205 -1.88507 -6.95919
H 1.47046 -1.97389 -5.17777
H -0.65274 -3.21663 -5.26181
C 3.98718 -0.63853 6.41153
C 3.72898 -0.00936 7.76826
O 3.20182 1.25615 7.42558
C 2.66281 1.17743 6.17762
O 1.97600 2.00129 5.67965
O 3.01669 0.01129 5.59197
F 4.86425 0.15872 8.48672
H 4.98950 -0.38110 6.06503
H 3.84035 -1.71348 6.38025
H 3.00282 -0.53940 8.38745
C -6.27843 0.87629 -0.18033
C -6.29619 2.01217 0.82559
O -5.44988 1.52866 1.84868
C -4.60165 0.60978 1.31126
O -3.63900 0.18077 1.84769
O -5.00505 0.27983 0.06352
F -7.53057 2.23531 1.33346
H -7.06857 0.16041 0.05260
H -6.34766 1.19417 -1.21615
H -5.89762 2.95836 0.45438
```


Density functional theory data (ωB97M-V with the def2-TZVPD basis set) for a molecular structure, C2H3EuO in a non-equilibrium geometry.

Values from the calculation:
- Spin multiplicity: 8
- HOMO (spin up / spin down): -0.3897 / -0.3910 Eh
- Charge: +1
- Energy above the lowest of the compared OMol25 structures with the same formula, charge and spin: 692.8 kJ/mol
- LUMO (spin up / spin down): -4.8 / -4.8 eV

XYZ file:
```
7
C2H3EuO, DFT ωB97M-V with the def2-TZVPD basis set
O -1.63846 0.06395 0.44845
C -0.96308 0.65607 -0.56319
Eu 1.32900 0.32020 0.36904
H -2.59210 -0.07865 0.32020
C -0.74428 -1.31523 0.02063
H -0.74803 -1.83042 -0.94588
H -1.17928 -2.00707 0.75351
```


Density functional theory data (ωB97M-V with the def2-TZVPD basis set) for a molecular structure, C26H27BF4N2O5SSiTc.

Values from the calculation:
- Spin multiplicity: 4
- HOMO (spin up / spin down): -0.3335 / -0.3341 Eh
- Energy above the lowest of the compared OMol25 structures with the same formula, charge and spin: 0.0 kJ/mol
- LUMO (spin up / spin down): -0.3 / -2.0 eV

XYZ file:
```
68
C26H27BF4N2O5SSiTc, DFT ωB97M-V with the def2-TZVPD basis set
Tc -0.09492 0.52427 0.22569
C -2.88043 -3.09244 3.69565
Si -1.43576 -2.39032 4.63681
C 0.08490 -3.44363 4.42878
C -1.86511 -2.20809 6.44301
C -1.07263 -0.65205 3.97266
C -1.17378 0.48604 4.76802
C -0.94464 1.77507 4.28317
C -0.60324 1.92928 2.96156
N -0.49446 0.83845 2.19423
C -0.71783 -0.40313 2.65017
S -0.50224 -1.52958 1.30630
H -3.15066 -4.07182 4.09618
H -2.64657 -3.21443 2.63712
H -3.75109 -2.43925 3.77336
H -0.08686 -4.43894 4.84397
H 0.94191 -3.00610 4.94343
H 0.35015 -3.56139 3.37701
H -2.08078 -3.18790 6.87280
H -2.75119 -1.58667 6.58614
H -1.04299 -1.77433 7.01544
H -1.44799 0.37299 5.80996
H -1.03519 2.64175 4.92068
H -0.41633 2.88465 2.48654
O 0.50401 0.05706 -1.65838
C 1.91018 0.03428 -1.98917
C 2.63942 0.16686 -0.62692
O 3.83401 0.12119 -0.53311
O 1.84492 0.39378 0.41137
C 2.18471 -1.30249 -2.68209
C 3.46401 -1.85295 -2.71101
C 3.70074 -3.03621 -3.39343
C 2.67116 -3.68614 -4.05631
C 1.39645 -3.14481 -4.02668
C 1.15465 -1.96172 -3.34383
C 2.24730 1.24404 -2.86228
C 3.54253 1.38814 -3.35506
C 3.87543 2.47927 -4.13793
C 2.92543 3.44652 -4.43576
C 1.64308 3.31542 -3.93427
C 1.30393 2.21996 -3.15052
H -0.19584 0.35023 -2.33475
H 4.27001 -1.37708 -2.17546
H 4.69956 -3.45222 -3.39897
H 2.86080 -4.60900 -4.58816
H 0.58114 -3.64086 -4.53626
H 0.15016 -1.56141 -3.33924
H 4.29991 0.65990 -3.11194
H 4.88736 2.57628 -4.50825
H 3.18987 4.30320 -5.04135
H 0.89722 4.07427 -4.12684
H 0.30001 2.19074 -2.75056
F -0.55989 4.40593 -1.36885
B 0.25075 4.07829 -0.32648
F 0.08426 2.47589 -0.24083
F -0.21057 4.47506 0.90174
F 1.57311 4.25896 -0.53204
O -1.61370 0.60034 -2.67842
C -2.39580 0.77320 -1.74471
C -3.86415 1.06522 -1.93493
C -4.42227 1.08848 -0.52213
C -3.22153 0.82333 0.36820
O -3.24753 0.73493 1.56860
N -2.06707 0.70303 -0.41999
H -4.29170 0.29145 -2.57172
H -3.95410 2.01252 -2.46667
H -5.16935 0.31930 -0.33011
H -4.85488 2.04538 -0.23316
```


Density functional theory data (ωB97M-V with the def2-TZVPD basis set) for 4 unconnected molecules or ions with the total composition C13H20BFNO10 in a non-equilibrium geometry.

Values from the calculation:
- HOMO: -0.2146 Eh
- Charge: -1
- LUMO: 2.2 eV

XYZ file:
```
46
C13H20BFNO10, DFT ωB97M-V with the def2-TZVPD basis set
N -1.71423 -1.36106 -0.00511
C -2.65232 -1.16029 -0.65910
O -3.75029 -0.83734 -1.22381
B -4.90637 -1.65139 -0.57818
F -4.74237 -3.00987 -1.05775
H -5.96696 -1.17293 -0.90057
H -4.71341 -1.64318 0.62414
C 0.18145 2.17381 -2.01962
C 0.18882 3.00934 -0.76779
C -0.14769 2.21336 0.46020
O -0.74663 3.21742 1.30801
C -1.28755 4.15681 0.49426
O -2.03440 5.01237 0.85573
O -0.86605 3.99534 -0.78379
H 0.78383 1.27660 -1.88092
H -0.83518 1.88306 -2.28453
H 0.58364 2.73101 -2.86743
H 1.13835 3.54019 -0.64916
H 0.72411 1.77743 0.94225
H -0.88349 1.42844 0.26437
C -2.54505 -4.69893 -2.68690
C -1.20481 -4.26425 -3.23518
C -0.05600 -4.42086 -2.26945
O 0.84327 -3.38795 -2.69458
C 0.08074 -2.41148 -3.25610
O 0.45228 -1.31227 -3.49964
O -1.18048 -2.85339 -3.47799
H -2.48470 -5.70162 -2.26058
H -2.89562 -4.00250 -1.92281
H -3.29618 -4.70673 -3.47698
H -0.99467 -4.77356 -4.18177
H 0.42057 -5.39761 -2.33298
H -0.34280 -4.22464 -1.23340
C 4.52715 2.31656 4.89876
C 3.50818 2.53966 3.80603
C 2.42097 1.49643 3.74950
O 2.05588 1.51222 2.36523
C 3.15598 1.90575 1.66815
O 3.27090 1.82567 0.49033
O 4.10321 2.40479 2.50490
H 4.03871 2.16019 5.86093
H 5.15533 1.45511 4.66981
H 5.18841 3.17894 4.98641
H 3.08539 3.54527 3.88002
H 1.56487 1.74213 4.37368
H 2.77517 0.49398 4.00344
```


Density functional theory data (ωB97M-V with the def2-TZVPD basis set) for a molecular structure, C5H30NO11 in a non-equilibrium geometry.

Values from the calculation:
- HOMO: -0.2193 Eh
- Charge: -1
- Energy above the lowest of the compared OMol25 structures with the same formula, charge and spin: 259.9 kJ/mol
- LUMO: 2.8 eV

XYZ file:
```
47
C5H30NO11, DFT ωB97M-V with the def2-TZVPD basis set
C -0.92211 0.06967 -0.36484
O -1.93849 -0.98234 -0.10883
C 0.11031 -0.42202 -1.47762
C 0.99697 -1.60906 -1.00946
C 0.21305 -2.92192 -0.87370
C 0.36552 -3.61052 0.51342
O -0.87184 -3.72084 1.21065
N 1.05674 0.68384 -1.73648
H -0.36543 0.13884 0.55464
H -1.61006 0.88208 -0.58230
H -1.46550 -1.74484 0.23932
H -0.44510 -0.62038 -2.38858
H 1.77006 -1.76444 -1.76751
H 1.53687 -1.36202 -0.10887
H 0.26490 -3.70760 -1.63637
H -0.86323 -2.76743 -0.97016
H 0.81535 -4.58219 0.27726
H 1.03806 -3.15171 1.23492
H 1.47034 1.02315 -0.86772
H 0.56636 1.39858 -2.25473
H 1.68700 0.54631 1.09990
H 4.43323 0.56769 0.47039
O 3.77877 0.83222 1.11888
H 1.73658 1.99859 1.41196
H 3.58872 -0.51012 2.32257
O 1.17289 1.35253 0.99703
H -2.36973 0.10655 -2.56791
H -3.28193 -1.16150 -2.23968
O -2.89807 -0.61006 -2.90994
H 0.90631 4.60922 0.94008
H 1.86284 3.78287 0.15463
O 0.94271 4.13985 0.09923
H -0.75876 3.61244 0.44110
H -0.67978 2.21054 1.04023
O -1.24276 2.75549 0.48101
H 2.22738 -1.04237 2.12040
H -1.45051 -4.37000 0.80161
O 2.93491 -1.13531 2.72841
H 3.46378 3.40703 -0.35075
H 3.55918 1.93703 0.78244
O 3.36502 3.13244 0.56063
H -4.49809 2.20534 1.08729
H -3.15849 1.35832 0.98715
O -4.08385 1.41091 0.75618
H -3.73256 -1.01208 0.33492
H -4.61331 -0.23663 -0.47640
O -4.61427 -1.11613 -0.07439
```


> What is the formula in the sixth record?

C5H30NO11